Molecular formula: C43H33ClF2HfN3O7S
Method: DFT, ωB97M-V with the def2-TZVPD basis set

XYZ file:
```
91
Properties=species:S:1:pos:R:3:forces:R:3:lowdin_charge:R:1
C 0.61928 0.59861 2.46443 -0.109 0.071 -0.383 -0.15
C 3.35943 0.69971 0.62608 -0.250 -0.159 -0.421 -0.07
H 0.67412 -1.31544 3.47206 -0.005 -0.018 0.005 0.10
C 5.52201 -2.56885 -0.96605 0.026 0.148 -0.054 -0.12
O 1.25728 0.72203 -0.53049 -0.269 -0.471 0.090 -0.17
C -2.42081 1.73651 4.00243 0.002 -0.165 -0.075 0.00
C 2.49663 1.06306 -0.60335 -0.161 0.568 0.369 -0.58
H -0.31017 -0.91014 -4.77891 0.027 -0.064 0.013 0.10
H -1.16244 1.24028 -2.87407 0.061 0.136 0.044 0.09
H 0.35819 5.08136 -1.63712 0.009 0.030 -0.016 0.11
H -5.62428 1.52383 -4.93206 -0.021 -0.002 -0.036 0.11
H 2.01509 -1.60974 -5.28768 -0.005 0.001 -0.015 0.09
H -1.38268 0.91207 -5.22696 -0.057 0.057 -0.035 0.10
H -5.38100 1.86688 -2.50869 0.005 0.002 0.022 0.09
C -3.25425 1.59669 -2.47359 0.034 0.099 -0.002 -0.70
C 0.75920 2.00132 2.65071 -0.115 -0.246 0.395 -0.15
H 1.72113 -2.51728 1.86147 -0.019 -0.018 -0.015 0.06
H 2.34653 -4.12627 2.26272 0.032 -0.013 0.045 0.08
Cl 6.25633 -5.17069 -0.95175 0.019 -0.040 -0.012 0.62
C -3.53770 1.21765 -5.28237 0.041 0.006 0.117 -0.16
C 3.89463 -1.63624 0.53729 -0.102 0.015 0.127 -0.24
Hf -0.52787 0.11955 0.48927 -0.323 0.732 -1.097 1.78
H 4.25408 -4.96764 1.05003 -0.006 -0.028 0.008 0.11
H -2.31366 2.75468 3.65324 0.010 0.023 -0.011 0.12
N -1.97791 -1.61663 1.34634 -0.046 -0.024 0.230 -0.04
C -2.58929 -2.48488 0.33890 -0.069 0.014 0.013 -0.18
C -2.28528 1.14271 -4.66693 -0.143 0.082 -0.132 -0.05
C -3.15012 -1.52423 -0.72597 0.080 -0.123 -0.071 -0.20
C 4.79354 -1.47509 -0.51018 0.018 -0.121 0.209 -0.01
O 3.12886 -0.63420 1.04912 0.333 -0.270 0.258 -0.04
O -1.93425 0.96134 1.83239 0.023 -0.029 0.034 -0.28
C 3.66683 -2.91280 1.09956 0.141 0.455 -0.086 -0.20
H -3.82434 -0.79232 -0.28114 -0.017 -0.046 0.033 0.08
C 0.45615 4.50928 -0.72679 -0.025 -0.067 0.036 -0.04
H -3.13882 -2.52255 2.77085 0.034 0.028 -0.026 0.13
C -2.48837 -1.67472 2.52397 -0.005 -0.110 -0.189 -0.08
H -0.80207 2.91058 -1.41856 0.003 0.005 -0.025 0.05
C 5.33557 -3.80004 -0.38367 0.015 -0.156 -0.009 -0.67
H 2.95132 -2.68981 3.11148 -0.035 0.049 0.032 0.09
F 1.19277 -0.54985 5.86323 0.010 -0.003 0.013 0.05
C -2.14978 1.31964 -3.30587 0.013 0.268 -0.038 -0.15
C 1.04491 0.28665 4.80981 0.001 0.005 -0.053 -0.27
H -1.89567 1.33248 -7.00472 0.026 0.003 0.006 0.08
H 1.29516 2.04359 6.02787 -0.001 0.028 0.012 0.13
C 0.35781 -1.22659 -3.98499 0.061 -0.022 0.034 -0.04
H -3.04011 -0.08119 6.80427 -0.008 -0.005 0.010 0.09
C 0.96956 2.46957 3.94393 0.152 -0.075 -0.002 -0.22
C -3.76086 1.02970 -6.72978 0.004 -0.020 -0.048 -0.49
H 4.40550 0.88922 0.39760 0.073 -0.064 -0.025 0.12
F 1.00043 3.80324 4.21015 -0.003 -0.030 -0.027 0.04
O 2.98068 1.73145 -1.49700 0.272 -0.061 -0.187 0.06
C -0.18740 3.29071 -0.61707 -0.053 0.164 -0.128 -0.14
C 1.97453 -2.19224 -1.94225 -0.037 0.059 -0.145 0.01
C -2.23925 0.69479 3.06205 0.017 -0.015 0.173 -0.35
H 2.58475 -2.61238 -1.15181 -0.209 0.029 -0.212 0.10
C 1.13367 1.64226 5.03896 -0.025 -0.105 -0.033 0.05
O 0.31990 -1.65139 -0.34737 0.053 -0.006 0.286 -0.23
C -1.53222 -1.15309 -2.38038 -0.159 -0.240 0.245 -0.13
H -2.78004 2.25623 6.03118 0.001 0.011 -0.006 0.10
H 3.42312 -2.52160 -3.46327 0.021 -0.013 -0.001 0.10
C -4.64826 1.47374 -4.46915 0.093 -0.036 -0.103 -0.03
H -2.88142 -1.92713 5.16689 0.008 -0.024 -0.004 0.11
C -2.83021 0.12408 5.76358 -0.003 -0.041 0.040 -0.11
H 6.21849 -2.45672 -1.78536 0.011 0.009 -0.005 0.11
H -3.65500 -2.07198 -1.53130 -0.026 0.028 0.077 0.12
C 0.78203 -0.24132 3.55827 0.065 0.124 0.169 -0.06
C 2.43074 -2.14670 -3.24254 0.049 -0.048 0.117 -0.07
C 4.40994 -3.98140 0.63401 -0.048 0.084 -0.054 -0.07
C -2.72728 -0.90037 4.85357 -0.001 0.069 0.006 -0.05
C -2.41124 -0.63904 3.51394 -0.009 0.202 0.067 -0.16
O -4.83825 0.84736 -7.23400 0.007 -0.001 -0.062 0.09
N -0.11154 2.52129 0.46402 0.145 0.024 0.374 0.01
C 1.23694 4.93638 0.33254 -0.033 -0.039 0.004 -0.05
H -3.37644 -3.09766 0.79185 0.007 0.010 -0.071 0.11
C -4.50773 1.66222 -3.11529 -0.132 -0.012 0.101 -0.12
C 1.32506 4.14227 1.46003 -0.122 -0.065 -0.034 0.00
C 2.61160 -3.07537 2.14878 -0.036 -0.050 -0.006 -0.02
H 1.94116 4.43340 2.29552 0.003 0.016 -0.022 0.11
C -0.11890 -1.22141 -2.67083 0.315 -0.194 -0.098 -0.15
H -1.83092 -3.12319 -0.11659 -0.013 0.022 0.004 0.12
O -2.65941 1.07376 -7.53202 -0.056 -0.003 0.002 0.09
S -3.10310 1.82564 -0.76687 0.336 -0.187 -0.117 0.64
C -2.68254 1.44524 5.31871 -0.004 0.043 0.021 -0.08
C 1.64015 -1.63910 -4.27359 -0.058 0.045 -0.099 -0.09
C 0.71835 -1.65751 -1.60725 0.021 -0.255 0.194 -0.33
H 1.78454 5.86842 0.28012 0.007 0.015 -0.009 0.11
H 3.07450 1.33614 1.46504 -0.118 -0.040 -0.068 0.12
N -1.94945 -0.87113 -1.20878 0.055 -0.093 0.231 -0.12
H 4.89771 -0.52687 -1.01214 0.010 0.109 -0.031 0.12
H -2.22272 -1.55684 -3.12741 -0.006 -0.018 0.037 0.15
C 0.62489 2.93397 1.50575 0.194 0.046 0.096 -0.21
```
Forces are in eV/Å.

As for the charge: -1. The HOMO energy comes out at -4.7 eV. The calculation puts the gap between HOMO and LUMO at 6.9 eV. The calculation puts the energy relative to the best compared isomer or geometry (same formula, charge and spin) at 175.0 kJ/mol. The value obtained for the largest force on an atom is 1.4 eV/A. The calculation puts the total energy at -3455.7754 hartree.